Record 1
The following is a quantum chemistry calculation of 2 unconnected molecules or ions with the total composition C3H5O4S3 at a distorted geometry, from OMol25.

Summary:
- total charge = -1
- 2S+1 = 1
- E_HOMO (eV) = -4.71
- E_LUMO (Ha) = 0.114

```
15
C3H5O4S3 (ωB97M-V/def2-TZVPD)
C 2.074 0.836 0.150
C -1.222 1.478 -0.530
C -1.758 -1.200 0.380
O 1.645 0.043 -0.771
O 0.866 -1.743 1.301
O 1.583 -2.662 -0.829
O -2.404 -1.427 -0.646
S 2.713 2.302 -0.074
S -1.141 0.336 0.904
S 0.732 -1.722 -0.150
H 2.004 0.508 1.317
H -1.791 0.945 -1.246
H -0.142 1.662 -0.846
H -1.641 2.433 -0.189
H -1.519 -1.789 1.229
```


Record 2
The following is a quantum chemistry calculation of a molecular structure, C17H18IN3O3Sn, from OMol25.

Summary:
- total charge = 0
- 2S+1 = 1
- E_HOMO (eV) = -7.62
- E_LUMO (Ha) = 0.007

```
43
C17H18IN3O3Sn (ωB97M-V/def2-TZVPD)
Sn -1.171 1.959 0.370
C -1.926 0.364 -3.723
C -0.515 0.078 -3.297
N 0.383 -0.209 -4.220
C 1.639 -0.472 -3.832
C 2.046 -0.481 -2.517
C 3.476 -0.806 -2.207
O 3.529 -2.059 -1.520
C 1.102 -0.195 -1.511
C 1.503 -0.273 -0.104
N 0.713 -0.220 0.895
C 1.309 -0.157 2.171
C 2.140 0.912 2.511
C 2.673 1.018 3.788
C 2.386 0.054 4.741
C 1.568 -1.018 4.414
C 1.024 -1.120 3.143
I -0.129 -2.785 2.664
C -0.206 0.125 -1.912
O -1.164 0.469 -1.086
H -1.986 0.328 -4.809
H -2.265 1.339 -3.365
H -2.609 -0.380 -3.305
H 2.349 -0.696 -4.621
H 3.931 -0.017 -1.597
H 4.033 -0.850 -3.146
H 4.449 -2.329 -1.436
H 2.571 -0.409 0.090
H 2.328 1.673 1.764
H 3.306 1.860 4.039
H 2.799 0.129 5.739
H 1.354 -1.784 5.148
N -3.922 -0.952 1.743
C -3.283 0.072 1.178
O -2.184 0.441 1.639
C -3.881 0.750 -0.025
C -3.316 2.156 -0.162
H -3.479 -1.449 2.499
H -4.798 -1.277 1.378
H -4.971 0.687 0.029
H -3.559 0.144 -0.881
H -3.829 2.847 0.508
H -3.420 2.533 -1.179
```


Record 3
The following is a quantum chemistry calculation of a single C6H10O3 molecule at a distorted geometry, from OMol25.

Summary:
- total charge = 0
- 2S+1 = 1
- E_HOMO (eV) = -8.17
- E_LUMO (Ha) = 0.020

```
19
C6H10O3 (ωB97M-V/def2-TZVPD)
C 0.049 1.280 -0.860
C -1.539 0.933 1.388
C 0.798 -1.818 -0.841
C -1.144 0.414 0.038
C 1.071 -0.771 0.187
C 1.005 0.581 0.010
O -0.073 0.880 -2.172
O 1.738 -1.290 1.269
O -1.849 -0.264 -0.687
H -0.806 0.228 -2.192
H 2.058 -0.589 1.850
H 0.029 2.360 -0.716
H 1.382 1.205 0.814
H -1.122 0.271 2.148
H -1.170 1.938 1.580
H -2.625 0.936 1.467
H -0.233 -2.165 -0.768
H 0.984 -1.453 -1.848
H 1.446 -2.676 -0.669
```


Record 4
The following is a quantum chemistry calculation of a molecular structure, C2H8N2S at a distorted geometry, from OMol25.

Summary:
- total charge = 0
- 2S+1 = 1
- E_HOMO (eV) = -7.20
- E_LUMO (Ha) = 0.000

```
13
C2H8N2S (ωB97M-V/def2-TZVPD)
C 0.735 -0.423 -2.292
S 1.465 0.129 -0.680
H -0.280 -0.057 -2.183
H 0.588 -1.565 -2.337
H 1.286 -0.095 -3.134
N -0.799 -0.886 0.896
C -1.594 -0.121 1.597
N -1.332 1.203 1.494
H -0.171 -1.689 1.225
H -0.030 -0.450 -0.017
H -2.070 -0.397 2.480
H -2.144 1.804 1.455
H -0.538 1.425 0.831
```


Record 5
The following is a quantum chemistry calculation of a molecular structure, C52H96F30N10O21S10 at a distorted geometry, from OMol25.

Summary:
- total charge = 0
- 2S+1 = 1
- E_HOMO (eV) = -7.63
- E_LUMO (Ha) = -0.046

```
219
C52H96F30N10O21S10 (ωB97M-V/def2-TZVPD)
C 3.669 -0.454 -0.013
C 2.211 -0.662 -0.323
C 1.417 -0.879 0.997
N 0.022 -1.516 0.820
C 0.030 -3.024 0.518
C -0.767 -0.682 -0.175
C -2.016 -0.059 0.548
C -1.437 0.147 1.988
C -0.814 -1.255 2.118
H 4.237 -0.485 -0.943
H 4.061 -1.209 0.669
H 3.827 0.442 0.587
H 1.997 -1.500 -0.987
H 1.858 0.109 -1.008
H 1.253 0.027 1.581
H 1.948 -1.558 1.663
H 0.338 -3.676 1.336
H 0.674 -3.198 -0.343
H -1.023 -3.083 0.243
H -0.936 -1.256 -1.087
H -0.169 0.181 -0.469
H -2.845 -0.767 0.565
H -2.246 0.855 0.001
H -2.226 0.368 2.707
H -0.787 1.011 2.128
H -1.542 -2.058 2.008
H -0.186 -1.590 2.943
C 5.937 7.520 0.163
C 6.129 6.178 -0.628
C 7.214 5.318 0.043
N 7.213 3.800 -0.237
C 7.274 3.425 -1.742
C 5.899 3.165 0.348
C 6.376 1.878 0.979
C 7.629 2.303 1.633
C 8.353 3.156 0.559
H 5.823 7.451 1.245
H 5.056 8.052 -0.195
H 6.692 8.257 -0.112
H 6.497 6.414 -1.627
H 5.168 5.709 -0.836
H 7.047 5.420 1.115
H 8.206 5.710 -0.181
H 7.186 2.362 -1.965
H 8.175 3.877 -2.157
H 6.381 3.881 -2.170
H 5.100 3.002 -0.375
H 5.455 3.736 1.163
H 6.449 1.109 0.210
H 5.675 1.568 1.753
H 8.195 1.422 1.934
H 7.488 2.993 2.465
H 8.959 2.527 -0.093
H 9.010 3.824 1.115
C -7.111 4.432 8.056
C -7.169 4.282 6.507
C -6.011 3.499 5.993
C -5.915 3.358 4.463
N -4.904 2.396 3.782
C -5.057 2.424 2.248
C -5.961 1.221 2.058
C -5.339 0.194 2.944
C -5.115 0.967 4.249
C -3.488 2.873 4.125
H -7.966 4.946 8.495
H -6.263 5.091 8.245
H -6.946 3.520 8.630
H -7.232 5.313 6.159
H -8.117 3.808 6.251
H -6.025 2.493 6.412
H -5.072 3.994 6.240
H -5.721 4.332 4.012
H -6.848 3.034 4.002
H -4.057 2.245 1.853
H -5.488 3.375 1.932
H -6.005 0.968 0.998
H -6.978 1.436 2.384
H -4.482 -0.310 2.499
H -5.871 -0.742 3.116
H -4.265 0.637 4.846
H -6.039 0.972 4.828
H -3.468 3.871 3.686
H -2.839 2.139 3.649
H -3.413 2.856 5.212
C -1.782 -1.671 -5.383
C -2.141 -0.436 -4.554
C -3.654 -0.259 -4.435
C -4.271 -1.427 -3.587
N -5.793 -1.143 -3.220
C -5.993 -0.223 -1.977
C -6.778 -1.007 -0.903
C -7.475 -2.071 -1.695
C -6.497 -2.437 -2.724
C -6.522 -0.533 -4.380
H -1.908 -1.509 -6.453
H -2.296 -2.543 -4.981
H -0.707 -1.815 -5.278
H -1.788 0.413 -5.139
H -1.706 -0.259 -3.570
H -4.076 -0.223 -5.440
H -3.873 0.627 -3.839
H -3.751 -1.732 -2.679
H -4.411 -2.255 -4.282
H -6.430 0.705 -2.346
H -5.047 0.039 -1.502
H -7.395 -0.264 -0.397
H -6.076 -1.517 -0.244
H -8.416 -1.774 -2.158
H -7.649 -2.929 -1.046
H -6.835 -2.909 -3.646
H -5.597 -2.936 -2.363
H -7.554 -0.312 -4.106
H -6.632 -1.303 -5.144
H -6.036 0.411 -4.625
C 6.991 -0.632 -4.096
C 6.276 0.132 -5.302
N 4.994 -0.503 -6.014
C 5.525 -1.787 -6.795
C 3.916 -0.960 -4.925
C 3.546 0.155 -3.945
C 4.491 0.505 -7.105
C 3.571 -0.149 -8.112
O 2.483 -0.929 -7.676
C 1.830 -1.624 -8.712
H 7.608 0.072 -3.538
H 7.685 -1.355 -4.525
H 6.306 -1.159 -3.432
H 6.943 0.316 -6.144
H 6.055 1.139 -4.948
H 6.092 -1.523 -7.687
H 4.645 -2.377 -7.049
H 6.157 -2.463 -6.218
H 4.317 -1.829 -4.403
H 3.054 -1.334 -5.477
H 3.351 1.167 -4.299
H 4.445 0.398 -3.378
H 2.667 -0.125 -3.363
H 5.291 0.927 -7.714
H 3.928 1.219 -6.504
H 4.233 -0.757 -8.728
H 3.155 0.680 -8.685
H 1.189 -2.398 -8.290
H 2.507 -2.173 -9.366
H 1.220 -1.021 -9.385
C -3.708 -5.246 -0.789
F -3.951 -3.935 -0.386
F -2.888 -5.729 0.102
F -4.897 -5.901 -0.808
S -2.827 -5.137 -2.500
O -1.891 -4.014 -2.339
O -2.189 -6.483 -2.644
N -4.144 -4.800 -3.540
S -4.338 -5.938 -4.613
O -3.395 -5.750 -5.704
O -4.457 -7.289 -4.114
C -6.133 -5.482 -5.141
F -6.964 -5.349 -4.021
F -6.214 -4.385 -5.932
F -6.499 -6.562 -5.964
C -2.290 4.755 7.924
F -2.713 4.434 6.716
F -1.985 6.001 7.902
F -3.256 4.612 8.766
S -0.826 3.590 8.497
O -0.041 4.313 9.489
O -1.426 2.330 8.970
N 0.137 3.575 7.051
S 0.070 2.128 6.592
O 0.796 1.205 7.453
O -1.294 1.692 6.183
C 0.947 2.114 4.793
F 0.198 2.699 3.878
F 2.155 2.751 4.916
F 1.173 0.837 4.416
C 5.517 4.627 -5.159
F 6.579 4.751 -4.449
F 5.655 5.159 -6.362
F 5.227 3.322 -5.363
S 3.998 5.404 -4.142
O 4.465 6.705 -3.620
O 2.983 5.599 -5.240
N 3.807 4.232 -2.958
S 2.321 4.377 -2.722
O 1.933 5.738 -2.297
O 1.457 3.762 -3.688
C 2.089 3.323 -1.035
F 2.440 4.065 -0.017
F 0.880 2.850 -0.904
F 3.051 2.293 -1.105
C 0.377 -7.047 0.628
F -0.213 -7.986 -0.217
F -0.252 -5.837 0.309
F 0.090 -7.254 1.944
S 2.249 -6.845 0.308
O 2.937 -8.068 0.846
O 2.256 -6.689 -1.179
N 2.617 -5.415 1.245
S 3.897 -4.965 0.526
O 5.014 -5.917 0.466
O 3.742 -4.067 -0.606
C 4.483 -3.776 2.012
F 5.517 -3.053 1.587
F 3.431 -3.085 2.395
F 4.841 -4.642 2.979
C -2.219 -6.558 8.589
F -2.258 -7.145 9.769
F -1.184 -7.044 7.935
F -3.385 -6.872 7.917
S -1.931 -4.627 8.883
O -3.171 -4.071 9.387
O -0.810 -4.582 9.859
N -1.425 -4.145 7.306
S -2.464 -3.152 6.879
O -3.763 -3.733 6.539
O -2.471 -1.943 7.691
C -1.809 -2.386 5.175
F -1.577 -3.301 4.227
F -2.792 -1.593 4.712
F -0.625 -1.679 5.352
```


Record 6
The following is a quantum chemistry calculation of a molecular structure, C22H35BrClF11IrN5O7S4SiTe at a distorted geometry, from OMol25.

Summary:
- total charge = 0
- <S²> = 6.0405
- 2S+1 = 5
- E_HOMO (alpha / beta) (eV) = -9.14 / -9.15
- E_LUMO (alpha / beta) (Ha) = -0.042 / -0.135

```
89
C22H35BrClF11IrN5O7S4SiTe (ωB97M-V/def2-TZVPD)
Ir -1.105 -0.428 1.708
N -2.145 0.775 -2.676
C -2.553 -0.441 -2.342
N -2.200 -1.091 -1.268
C -2.680 -2.334 -1.256
C -3.407 -2.707 -2.412
S -3.520 -1.430 -3.486
C -2.516 -3.172 -0.111
C -2.837 -4.509 -0.125
S -2.632 -5.202 1.405
C -2.147 -3.621 2.030
N -2.084 -2.684 1.102
N -1.930 -3.477 3.324
H -1.984 1.414 -1.888
H -2.584 1.199 -3.479
H -3.873 -3.658 -2.617
H -3.171 -5.095 -0.967
H -1.965 -4.259 3.951
H -1.911 -2.527 3.702
F -4.191 1.732 3.154
Te -2.743 0.760 4.212
F -1.305 1.761 2.619
F -4.451 0.036 4.712
F -0.951 1.202 4.957
F -2.516 -0.142 5.916
O -2.174 -0.790 3.399
C 1.215 -1.063 -3.198
C 2.065 0.213 -3.045
C 1.203 1.388 -3.536
C 3.306 0.088 -3.949
Si 2.644 0.523 -1.256
Br 0.334 0.244 -0.166
C 3.029 2.317 -0.771
C 4.108 2.848 -1.735
C 1.796 3.239 -0.840
C 3.563 2.398 0.666
C 3.678 -0.846 -0.441
C 3.309 -2.232 -0.994
C 3.455 -0.912 1.076
C 5.166 -0.580 -0.737
H 0.872 -1.121 -4.237
H 0.338 -1.038 -2.549
H 1.778 -1.966 -2.982
H 0.816 1.147 -4.531
H 1.782 2.309 -3.619
H 0.354 1.556 -2.872
H 2.977 -0.042 -4.984
H 3.919 -0.776 -3.679
H 3.939 0.978 -3.905
H 3.742 2.910 -2.763
H 5.008 2.224 -1.732
H 4.395 3.855 -1.420
H 1.348 3.273 -1.831
H 2.112 4.253 -0.578
H 1.025 2.934 -0.131
H 4.511 1.871 0.785
H 2.841 2.004 1.381
H 3.737 3.450 0.911
H 2.250 -2.448 -0.837
H 3.890 -2.986 -0.455
H 3.548 -2.327 -2.055
H 2.407 -1.106 1.298
H 3.753 -0.001 1.590
H 4.048 -1.741 1.477
H 5.368 -0.541 -1.812
H 5.764 -1.392 -0.312
H 5.512 0.358 -0.298
Cl 1.346 0.861 3.303
C 1.617 -0.710 4.071
C 1.049 -1.912 3.308
O 1.384 -3.012 3.680
O 0.277 -1.722 2.263
H 1.163 -0.683 5.058
H 2.687 -0.875 4.156
F -1.780 4.255 0.988
C -2.856 3.704 1.528
F -3.917 4.411 1.175
F -2.734 3.761 2.829
S -3.059 1.999 0.572
O -2.877 0.567 1.054
O -2.119 2.278 -0.497
N -4.549 2.172 0.112
S -5.534 1.045 -0.375
O -4.976 0.300 -1.486
O -6.839 1.590 -0.568
C -5.818 -0.359 0.891
F -5.499 -1.517 0.267
F -7.126 -0.397 1.139
F -5.168 -0.328 2.033
```


Record 7
The following is a quantum chemistry calculation of 2 unconnected molecules or ions with the total composition C7H12O at a distorted geometry, from OMol25.

Summary:
- total charge = 0
- 2S+1 = 1
- E_HOMO (eV) = -6.99
- E_LUMO (Ha) = -0.056

```
20
C7H12O (ωB97M-V/def2-TZVPD)
O 1.058 0.562 2.889
C 0.777 -0.543 2.353
C 1.363 -1.269 1.196
C 0.517 -1.478 -0.080
C -0.588 -0.572 -0.117
C -0.310 0.822 0.471
C -0.318 0.579 -1.079
C -1.427 1.276 -1.938
H -0.216 -0.871 2.488
H 1.603 -2.301 1.560
H 2.271 -0.647 1.035
H -1.588 -0.904 -0.259
H 0.361 -2.483 -0.224
H -1.137 1.097 1.165
H 0.590 1.229 0.760
H 0.692 0.607 -1.597
H 1.416 0.660 -2.029
H -2.227 0.576 -2.098
H -1.706 2.223 -1.527
H -1.130 1.438 -2.967
```


Record 8
The following is a quantum chemistry calculation of a single C13H9N3O2S molecule at a distorted geometry, from OMol25.

Summary:
- total charge = 0
- 2S+1 = 1
- E_HOMO (eV) = -8.10
- E_LUMO (Ha) = -0.013

```
28
C13H9N3O2S (ωB97M-V/def2-TZVPD)
N 3.821 2.572 1.004
N -0.006 -0.636 -0.193
N 1.430 2.428 1.317
O -1.332 2.051 1.708
O -2.003 0.081 0.524
S 2.721 4.632 2.058
C 2.672 3.044 1.406
C -1.313 -0.872 -0.170
C 4.861 3.430 1.322
C -1.080 0.975 0.935
C 4.461 4.594 1.887
C 0.148 0.561 0.520
C 1.411 1.226 0.750
C -3.116 -4.130 -2.301
C -1.700 -4.028 -2.210
C -3.923 -3.219 -1.645
C -1.122 -2.971 -1.491
C -3.310 -2.154 -0.927
C -1.914 -2.007 -0.858
H -0.472 2.508 1.697
H 5.896 3.082 1.199
H 5.160 5.358 2.227
H 2.354 0.782 0.418
H -3.587 -4.936 -2.853
H -1.069 -4.731 -2.796
H -5.037 -3.304 -1.648
H -0.043 -2.960 -1.403
H -3.910 -1.376 -0.476
```


Record 9
The following is a quantum chemistry calculation of a single C3H4N2 molecule at a distorted geometry, from OMol25.

Summary:
- total charge = 0
- 2S+1 = 1
- E_HOMO (eV) = -10.73
- E_LUMO (Ha) = 0.026

```
9
C3H4N2 (ωB97M-V/def2-TZVPD)
C 1.638 -0.133 0.018
C 0.234 -0.266 0.404
C -0.707 0.647 -0.192
H 0.052 -0.644 1.406
H -0.330 1.378 -0.898
H -1.542 1.031 0.441
H -1.409 -1.273 -0.171
N 2.721 -0.013 -0.364
N -0.658 -0.726 -0.645
```


Record 10
The following is a quantum chemistry calculation of a single C2H3NO2 molecule at a distorted geometry, from OMol25.

Summary:
- total charge = 0
- 2S+1 = 1
- E_HOMO (alpha / beta) (eV) = -10.79 / -10.98
- E_LUMO (alpha / beta) (Ha) = -0.052 / -0.051

```
8
C2H3NO2 (ωB97M-V/def2-TZVPD)
C 0.451 0.364 0.026
C -0.998 -0.074 0.033
N 0.980 1.422 0.201
O 1.215 -0.754 -0.325
O 2.463 -0.528 -0.007
H -1.080 -0.936 -0.707
H -1.435 -0.274 1.180
H -1.595 0.780 -0.402
```